Formula: C34H38AsCsF6N7O9Se2
Source: the OMol25 dataset
Level of theory: wB97M-V/def2-TZVPD

The value obtained for the HOMO-LUMO gap (spin up / spin down) is 6.879 / 5.824 eV. Its net charge is -2. Its HOMO energy (spin up / spin down) is -3.1994 / -3.1997 eV. As for the relative energy (zero: lowest compared OMol25 entry of this formula, charge and spin): 0.0 kJ/mol. The multiplicity is 2.

XYZ file:
```
98
C34H38AsCsF6N7O9Se2 (wB97M-V/def2-TZVPD)
Cs 0.233 -0.058 0.139
O -5.415 2.519 1.093
C -4.197 2.359 0.837
O -3.246 2.372 1.667
C -3.885 2.081 -0.645
C -4.645 2.772 -1.586
C -4.424 2.531 -2.935
C -3.504 1.563 -3.296
C -2.792 0.899 -2.300
N -2.944 1.188 -0.991
C -1.882 -0.278 -2.740
O -2.230 -0.831 -3.804
O -0.913 -0.561 -1.982
H -5.404 3.458 -1.237
H -4.991 3.068 -3.692
H -3.325 1.282 -4.324
O 3.924 -3.057 0.068
C 2.914 -2.286 0.490
O 2.089 -1.827 -0.256
C 2.900 -2.047 1.974
C 3.791 -2.652 2.841
C 3.705 -2.314 4.187
C 2.766 -1.384 4.599
C 1.919 -0.830 3.647
N 1.980 -1.172 2.366
C 0.898 0.258 4.017
O 0.969 0.761 5.148
O 0.095 0.548 3.077
H 3.914 -2.983 -0.903
H 4.531 -3.346 2.467
H 4.381 -2.765 4.902
H 2.674 -1.058 5.626
C 1.476 5.561 0.557
Se 1.549 3.702 0.001
C 2.083 2.967 1.736
C 1.062 3.303 2.820
Se -0.706 2.738 2.238
C -1.484 3.022 3.977
H 2.379 5.806 1.115
H 0.591 5.781 1.153
H 1.448 6.154 -0.355
H 3.079 3.332 1.965
H 2.140 1.883 1.606
H 1.008 4.375 3.014
H 1.262 2.789 3.763
H -0.982 2.334 4.656
H -2.548 2.819 3.872
H -1.308 4.057 4.261
N 0.767 -3.577 -2.069
C 0.812 -3.189 -3.402
C -0.334 -2.975 -4.169
C -0.176 -2.507 -5.454
C 1.098 -2.262 -5.951
C 2.168 -2.484 -5.101
N 2.045 -2.950 -3.858
C -0.273 -4.155 -1.365
C -1.211 -5.016 -1.940
C -2.222 -5.509 -1.134
C -2.288 -5.148 0.203
C -1.294 -4.312 0.688
N -0.301 -3.841 -0.063
H 1.421 -3.069 -1.488
H -1.316 -3.055 -3.727
H -1.054 -2.286 -6.050
H 1.255 -1.868 -6.947
H 3.182 -2.269 -5.425
H -1.136 -5.299 -2.981
H -2.970 -6.168 -1.560
H -3.101 -5.467 0.843
H -1.311 -3.977 1.718
F 2.439 0.959 -0.809
As 4.206 0.866 -0.913
F 4.181 0.098 0.636
F 4.069 -0.658 -1.700
F 5.922 0.726 -0.985
F 4.154 1.670 -2.426
F 4.372 2.379 -0.107
C -3.043 -0.423 3.325
N -4.228 -0.771 2.558
C -5.372 0.107 2.782
C -6.579 -0.423 2.037
C -6.207 -0.546 0.576
N -5.052 -1.426 0.441
C -4.756 -1.869 -0.913
C -4.034 -1.459 1.370
O -3.005 -2.091 1.152
H -2.736 0.604 3.104
H -2.229 -1.090 3.064
H -3.257 -0.510 4.395
H -5.153 1.128 2.450
H -5.559 0.132 3.860
H -7.426 0.255 2.160
H -6.854 -1.408 2.429
H -5.995 0.448 0.171
H -7.024 -0.983 -0.004
H -4.825 -1.027 -1.607
H -5.464 -2.641 -1.229
H -3.748 -2.268 -0.955
```


Formula: C34H38BCrF3N9O3
Source: the OMol25 dataset
Level of theory: wB97M-V/def2-TZVPD

The value obtained for the HOMO-LUMO gap (spin up / spin down) is 5.907 / 5.808 eV. Its HOMO energy (spin up / spin down) is -6.8944 / -6.9329 eV. As for the relative energy (zero: lowest compared OMol25 entry of this formula, charge and spin): 365.0 kJ/mol. The multiplicity is 4.

XYZ file:
```
89
C34H38BCrF3N9O3 (wB97M-V/def2-TZVPD)
Cr 0.841 1.378 2.065
C -1.404 -1.528 4.124
C -1.020 -0.582 2.993
O 0.079 0.153 3.333
C -2.206 0.234 2.571
C -2.107 1.308 1.767
C -3.321 2.092 1.369
N -0.872 1.735 1.301
N -0.929 2.720 0.314
C 0.248 3.226 0.153
O 1.274 2.853 0.884
C 0.466 4.259 -0.884
C 1.717 4.856 -0.999
C 1.948 5.813 -1.979
C 0.932 6.178 -2.849
C -0.321 5.584 -2.735
C -0.554 4.629 -1.758
H -0.571 -2.193 4.365
H -2.277 -2.127 3.858
H -1.632 -0.929 5.005
H -3.177 -0.036 2.968
H -4.210 1.661 1.826
H -3.432 2.100 0.285
H -3.218 3.133 1.678
H 2.500 4.559 -0.313
H 2.925 6.274 -2.063
H 1.114 6.918 -3.619
H -1.116 5.864 -3.417
H -1.522 4.155 -1.660
B 4.338 1.081 2.317
N 3.554 1.753 3.463
C 4.110 2.321 4.543
C 3.122 2.966 5.265
C 1.957 2.731 4.535
N 2.235 2.006 3.453
N 3.468 -0.037 1.612
C 4.034 -1.142 1.033
C 3.056 -1.871 0.452
C 1.837 -1.171 0.732
N 2.201 -0.022 1.415
H 5.294 0.511 2.785
H 4.643 1.862 1.443
H 5.170 2.225 4.721
H 3.229 3.514 6.186
H 0.940 3.025 4.740
H 5.099 -1.290 1.114
H 3.153 -2.805 -0.077
H 1.118 -0.974 -0.066
C -2.663 -6.527 -0.437
C -3.159 -5.122 -0.120
N -2.984 -4.178 -1.217
C -3.819 -4.349 -2.407
C -3.058 -4.921 -3.596
C -2.174 -3.087 -1.184
O -2.169 -2.260 -2.086
C -1.270 -2.908 0.000
C -0.252 -3.836 0.366
C 0.649 -3.500 1.315
C 0.627 -2.161 1.874
N -0.597 -1.519 1.804
C -1.443 -1.816 0.793
H -2.791 -7.175 0.433
H -1.606 -6.522 -0.711
H -3.223 -6.965 -1.265
H -2.656 -4.729 0.761
H -4.223 -5.163 0.123
H -4.228 -3.377 -2.674
H -4.650 -4.999 -2.127
H -2.246 -4.249 -3.874
H -3.723 -5.025 -4.456
H -2.639 -5.902 -3.368
H -0.208 -4.806 -0.117
H 1.459 -4.159 1.599
H 1.102 -2.011 2.836
H -2.274 -1.133 0.667
F 1.583 1.808 -6.280
C 0.794 2.508 -5.439
F 1.265 3.761 -5.429
F -0.432 2.542 -5.981
C 0.794 1.888 -4.067
C -0.335 1.279 -3.558
C -0.247 0.677 -2.310
N 0.870 0.664 -1.585
C 1.944 1.280 -2.082
C 1.959 1.903 -3.320
H -1.262 1.259 -4.113
H -1.108 0.175 -1.882
H 2.830 1.285 -1.455
H 2.853 2.394 -3.682
```


Formula: C34H38CrN2OP
Source: the OMol25 dataset
Level of theory: wB97M-V/def2-TZVPD

The value obtained for the HOMO-LUMO gap (spin up / spin down) is 6.970 / 7.968 eV. Its net charge is +2. Its HOMO energy (spin up / spin down) is -13.9752 / -14.1416 eV. As for the relative energy (zero: lowest compared OMol25 entry of this formula, charge and spin): 75.1 kJ/mol. The multiplicity is 4.

XYZ file:
```
77
C34H38CrN2OP (wB97M-V/def2-TZVPD)
Cr -0.745 0.317 0.303
C -2.376 -0.263 -3.547
C -1.887 0.629 -2.445
C -0.700 1.384 -2.661
C 0.164 1.038 -3.863
C -0.415 2.558 -1.874
C 0.543 3.632 -2.396
C -1.055 2.640 -0.581
C -0.471 3.600 0.470
C -2.365 1.988 -0.371
C -3.298 2.375 0.729
C -2.733 0.946 -1.293
C -4.022 0.125 -1.235
H -2.816 0.301 -4.396
H -3.145 -0.972 -3.245
H -1.561 -0.909 -3.960
H 1.016 1.715 -3.867
H -0.408 1.099 -4.839
H 0.546 -0.003 -3.726
H 0.698 4.331 -1.540
H 0.131 4.152 -3.258
H 1.552 3.188 -2.620
H -0.734 3.296 1.475
H -0.749 4.716 0.332
H 0.622 3.466 0.382
H -4.225 2.632 0.219
H -2.843 3.231 1.259
H -3.425 1.536 1.428
H -4.722 0.570 -0.526
H -3.830 -0.969 -1.064
H -4.476 0.148 -2.264
O -2.351 -2.293 0.602
C -1.425 -1.703 0.116
C -0.511 -2.270 -0.907
C -0.908 -3.203 -1.817
C 0.021 -3.661 -2.760
C 1.383 -3.372 -2.602
C 1.811 -2.490 -1.632
C 0.866 -1.847 -0.867
P 1.462 -0.522 0.245
C 2.870 0.331 -0.472
C 3.160 0.345 -1.866
C 3.885 1.468 -2.365
C 4.302 2.525 -1.541
C 4.034 2.451 -0.178
C 3.361 1.376 0.372
C 2.098 -1.523 1.610
C 1.233 -2.192 2.458
C 1.779 -3.067 3.511
C 3.113 -3.016 3.823
C 3.941 -2.240 3.079
C 3.479 -1.524 1.963
H -1.975 -3.531 -1.848
H -0.255 -4.295 -3.610
H 2.026 -3.765 -3.354
H 2.854 -2.271 -1.398
H 2.958 -0.505 -2.516
H 3.970 1.534 -3.451
H 4.833 3.409 -1.896
H 4.321 3.252 0.526
H 3.185 1.422 1.447
H 0.142 -2.066 2.374
H 1.161 -3.805 4.008
H 3.550 -3.674 4.580
H 5.003 -2.143 3.277
H 4.120 -0.813 1.501
C -2.036 -0.255 5.653
N -2.288 -0.509 4.218
C -2.887 -1.827 3.924
C -1.959 0.210 3.176
N -1.391 0.463 2.131
H -1.673 -1.112 6.185
H -2.993 0.074 6.104
H -1.456 0.640 5.758
H -2.171 -2.524 3.502
H -3.669 -1.662 3.130
H -3.248 -2.321 4.778
```


Formula: C34H38F6N4O18
Source: the OMol25 dataset
Level of theory: wB97M-V/def2-TZVPD

The value obtained for the HOMO-LUMO gap is 8.602 eV. Its HOMO energy is -8.5941 eV. The multiplicity is 1. The structure (SMILES) is O=C1OC[C@@H](F)O1.O=C1OC[C@@H](F)O1.O=C1OC[C@@H](F)O1.O=C1OC[C@@H](F)O1.O=C1OC[C@@H](F)O1.O=C1OC[C@@H](F)O1.c1cc[nH]c1.c1cc[nH]c1.c1cc[nH]c1.c1cc[nH]c1.

XYZ file:
```
100
C34H38F6N4O18 (wB97M-V/def2-TZVPD)
C 24.677 23.898 -2.920
C 24.555 24.003 -4.465
O 25.207 22.849 -4.892
C 25.568 22.054 -3.891
O 26.183 21.037 -4.065
O 25.041 22.516 -2.636
F 25.266 25.087 -4.816
H 23.743 24.220 -2.460
H 25.296 24.671 -2.464
H 23.557 24.099 -4.892
C 27.312 16.491 1.890
C 25.841 16.670 2.414
O 26.104 16.628 3.824
C 27.393 16.818 4.104
O 27.875 16.930 5.256
O 28.169 16.969 2.921
F 25.270 15.541 2.090
H 27.444 17.059 0.970
H 27.636 15.453 1.811
H 25.314 17.561 2.071
C 29.299 21.717 -4.024
C 29.610 23.148 -4.153
O 30.330 23.382 -2.989
C 30.968 22.213 -2.681
O 31.938 22.002 -1.900
O 30.386 21.307 -3.296
F 28.460 23.883 -4.294
H 29.143 21.213 -4.978
H 28.545 21.471 -3.276
H 30.267 23.276 -5.012
C 31.699 17.817 -2.911
C 32.555 18.553 -1.855
O 33.885 18.444 -2.351
C 33.978 17.343 -3.018
O 35.017 16.810 -3.395
O 32.726 16.880 -3.323
F 32.341 18.073 -0.674
H 31.330 18.449 -3.719
H 30.903 17.231 -2.450
H 32.197 19.580 -1.922
C 29.835 14.369 -2.632
C 29.774 12.845 -2.324
O 28.402 12.747 -1.880
C 28.031 13.844 -1.305
O 27.076 14.126 -0.594
O 28.970 14.780 -1.628
F 30.620 12.544 -1.324
H 29.402 14.518 -3.621
H 30.854 14.742 -2.527
H 29.968 12.158 -3.148
C 33.937 20.751 1.566
C 32.433 20.528 1.576
O 31.970 21.575 2.320
C 32.910 22.185 3.022
O 32.675 23.074 3.890
O 34.138 21.723 2.600
F 32.181 19.385 2.285
H 34.424 21.035 0.632
H 34.447 19.876 1.969
H 32.057 20.386 0.563
N 24.768 24.801 0.502
C 23.695 25.238 1.238
C 23.111 24.057 1.772
C 23.967 22.898 1.493
C 25.004 23.441 0.717
H 25.526 25.254 0.012
H 23.416 26.280 1.193
H 22.067 23.990 2.039
H 23.894 21.892 1.878
H 25.919 23.130 0.235
N 27.518 19.198 -1.477
C 27.581 20.517 -0.978
C 28.795 20.468 -0.287
C 29.293 19.192 -0.227
C 28.484 18.424 -0.962
H 26.683 18.877 -1.947
H 26.892 21.285 -1.298
H 29.340 21.297 0.140
H 30.184 18.834 0.267
H 28.555 17.374 -1.204
N 29.757 17.257 -6.695
C 29.044 16.328 -6.002
C 28.727 16.841 -4.808
C 29.103 18.186 -4.771
C 29.808 18.392 -5.932
H 30.307 17.079 -7.523
H 28.910 15.387 -6.516
H 28.170 16.342 -4.029
H 28.867 18.731 -3.868
H 30.386 19.286 -6.112
N 24.054 17.481 -3.445
C 25.015 16.653 -2.840
C 25.156 17.113 -1.506
C 24.489 18.363 -1.341
C 23.730 18.491 -2.545
H 23.721 17.389 -4.394
H 25.228 15.723 -3.346
H 25.764 16.528 -0.832
H 24.453 18.892 -0.400
H 23.071 19.289 -2.853
```


Formula: C34H38MgN6O6P2
Source: the OMol25 dataset
Level of theory: wB97M-V/def2-TZVPD

The value obtained for the HOMO-LUMO gap is 6.896 eV. Its HOMO energy is -7.7685 eV. As for the relative energy (zero: lowest compared OMol25 entry of this formula, charge and spin): 39.7 kJ/mol. The multiplicity is 1.

XYZ file:
```
87
C34H38MgN6O6P2 (wB97M-V/def2-TZVPD)
Mg 1.119 0.056 -0.467
C 3.468 3.057 -5.423
C 2.215 3.525 -5.473
C 1.194 3.112 -6.489
C 1.062 1.602 -6.852
C 1.460 0.561 -5.854
C 2.699 0.314 -5.406
C 3.887 0.650 -6.254
C 4.091 2.172 -6.465
C 0.735 -1.953 0.229
H 4.161 3.370 -4.634
H 1.962 4.441 -4.931
H 1.412 3.651 -7.432
H 0.217 3.495 -6.160
H -0.011 1.448 -7.060
H 1.579 1.423 -7.810
H 0.686 -0.203 -5.678
H 2.903 -0.263 -4.503
H 3.737 0.223 -7.267
H 4.805 0.206 -5.826
H 5.177 2.356 -6.408
H 3.750 2.458 -7.478
H 1.355 -1.832 1.134
H 0.982 -2.898 -0.262
H -0.319 -1.975 0.542
P -0.263 -0.753 -2.358
P -0.514 2.283 -1.397
N 0.772 -1.887 -3.236
N -1.746 -1.690 -2.473
N 1.249 2.634 -1.627
N -0.981 3.942 -1.107
C -0.433 0.585 -3.573
C -0.921 1.986 -3.146
C 1.975 -2.440 -2.780
C 2.389 -3.403 -3.681
C 1.456 -3.417 -4.763
C 0.483 -2.462 -4.475
C -1.990 -2.892 -1.787
C -3.280 -3.311 -2.080
C -3.847 -2.351 -2.975
C -2.890 -1.379 -3.204
C 2.378 2.034 -1.019
C 3.513 2.683 -1.494
C 3.092 3.706 -2.369
C 1.712 3.623 -2.475
C -0.871 5.133 -1.832
C -1.294 6.198 -1.035
C -1.693 5.643 0.226
C -1.495 4.274 0.163
H -1.001 0.232 -4.442
H 0.611 0.720 -3.904
H -0.486 2.744 -3.829
H -2.018 2.053 -3.232
H 2.412 -2.115 -1.846
H 3.266 -4.028 -3.567
H 1.487 -4.036 -5.640
H -0.364 -2.132 -5.047
H -1.247 -3.301 -1.122
H -3.759 -4.195 -1.688
H -4.847 -2.369 -3.387
H -2.916 -0.465 -3.779
H 2.319 1.468 -0.074
H 4.543 2.462 -1.237
H 3.710 4.423 -2.887
H 1.049 4.176 -3.116
H -0.543 5.159 -2.855
H -1.319 7.233 -1.328
H -2.086 6.183 1.073
H -1.687 3.489 0.878
O -1.465 1.477 1.595
C -0.512 0.808 2.045
O 0.621 0.596 1.440
C -0.722 0.152 3.440
C -0.479 -1.220 3.595
C -0.951 -1.906 4.732
C -1.539 -1.252 5.814
C -1.743 0.119 5.671
C -1.357 0.825 4.504
N -2.331 0.820 6.774
O -2.600 0.151 7.796
O -2.528 2.047 6.682
N -0.809 -3.337 4.723
O -0.317 -3.846 3.689
O -1.153 -3.998 5.722
H 0.010 -1.825 2.833
H -1.826 -1.791 6.717
H -1.581 1.883 4.414
```


no.,energy (eV)
1,-273126.0494
2,-92680.0161
3,-78595.6622
4,-94990.0492
5,-81113.4345